1.
# C5H8O

C5H8O in the gas phase at a distorted geometry (ωB97M-V with the def2-TZVPD basis set, the Open Molecules 2025 dataset).

Calculated values
- orbital gap (eV) = 10.22
- SMILES string = C#CCCCO
- highest occupied orbital energy (Ha) = -0.3428

Cartesian coordinates (Å):
C1 -1.897 0.683 0.252
C2 -1.147 1.613 -0.024
C3 0.302 1.511 0.288
C4 0.380 -0.015 0.640
C5 0.591 -0.874 -0.635
O1 0.162 -2.195 -0.363
H1 -2.550 -0.148 0.169
H2 0.554 2.133 1.149
H3 0.946 1.826 -0.542
H4 1.127 -0.329 1.359
H5 -0.590 -0.122 1.233
H6 0.071 -0.461 -1.517
H7 1.670 -0.871 -0.889
H8 0.382 -2.751 -1.120

In elementary charge units, the natural (NBO) charges are: -0.2062, -0.0525, -0.4659, -0.3918, -0.0626, -0.7227, 0.2340, 0.2336, 0.2262, 0.2023, 0.2162, 0.1622, 0.1583, 0.4691

***

2.
# C5H8O

A molecular structure, C5H8O (ωB97M-V with the def2-TZVPD basis set, the Open Molecules 2025 dataset).

Calculated values
- orbital gap (eV) = 10.07
- highest occupied orbital energy (Ha) = -0.3273

Cartesian coordinates (Å):
C1 -1.859 0.724 -0.073
C2 -2.472 -0.363 0.383
C3 1.749 0.612 -0.482
C4 1.467 -0.860 -0.639
O1 1.519 -0.976 0.820
C5 1.760 0.380 0.831
H1 -1.816 0.954 -1.135
H2 -1.373 1.430 0.595
H3 -2.516 -0.590 1.445
H4 -2.960 -1.069 -0.285
H5 0.470 -1.141 -0.989
H6 2.241 -1.477 -1.104
H7 1.885 0.917 1.765
H8 1.905 1.456 -1.133

In elementary charge units, the natural (NBO) charges are: -0.3882, -0.3896, -0.3649, -0.0819, -0.4996, 0.1396, 0.1914, 0.1959, 0.1952, 0.1918, 0.1997, 0.1924, 0.1951, 0.2233

***

3.
# C5H8O

A molecular structure, C5H8O at a distorted geometry (ωB97M-V with the def2-TZVPD basis set, the Open Molecules 2025 dataset).

Calculated values
- orbital gap (eV) = 9.15
- highest occupied orbital energy (Ha) = -0.3002

Cartesian coordinates (Å):
C1 0.365 0.874 -1.291
C2 -0.686 0.022 -0.627
C3 -0.395 -1.095 0.383
C4 0.668 -0.637 1.336
O1 0.029 0.582 1.609
C5 -1.088 0.185 0.790
H1 1.194 1.076 -0.609
H2 -0.061 1.832 -1.593
H3 0.763 0.374 -2.178
H4 -1.525 -0.259 -1.264
H5 -0.798 -2.095 0.267
H6 1.875 -0.407 0.472
H7 1.741 -0.819 1.518
H8 -2.083 0.368 1.186

In elementary charge units, the natural (NBO) charges are: -0.6204, -0.2364, -0.3048, -0.0380, -0.5066, 0.0883, 0.2261, 0.2177, 0.2131, 0.2227, 0.2324, 0.0343, 0.2629, 0.2087

***

4.
# C5H8O

C5H8O in the gas phase (ωB97M-V with the def2-TZVPD basis set, the Open Molecules 2025 dataset).

Calculated values
- orbital gap (eV) = 10.70
- SMILES string = C[C@]12CC[C@H]1O2
- highest occupied orbital energy (Ha) = -0.3523

Cartesian coordinates (Å):
C1 -1.833 0.544 0.191
C2 -0.449 0.067 -0.118
C3 0.497 -0.687 0.822
C4 1.668 -0.370 -0.150
C5 0.690 0.504 -0.943
O1 -0.261 -0.428 -1.447
H1 -1.896 1.052 1.158
H2 -2.490 -0.334 0.228
H3 -2.205 1.203 -0.597
H4 0.618 -0.122 1.755
H5 0.264 -1.731 1.049
H6 2.533 0.114 0.306
H7 1.990 -1.226 -0.749
H8 0.876 1.416 -1.504

In elementary charge units, the natural (NBO) charges are: -0.6298, 0.2149, -0.4116, -0.4203, 0.0438, -0.4987, 0.2162, 0.2218, 0.2274, 0.2065, 0.2063, 0.2082, 0.2169, 0.1984

***

5.
# C5H8O

C5H8O in the gas phase (ωB97M-V with the def2-TZVPD basis set, the Open Molecules 2025 dataset).

Calculated values
- orbital gap (eV) = 9.16
- highest occupied orbital energy (Ha) = -0.3115

Cartesian coordinates (Å):
O1 2.071 1.415 0.071
C1 0.477 -0.673 0.628
C2 0.808 1.508 -0.535
C3 -0.155 0.530 0.151
C4 -0.834 -0.803 -0.503
C5 -0.631 -1.568 0.876
H1 2.176 0.462 0.254
H2 0.460 2.539 -0.413
H3 0.870 1.311 -1.617
H4 -0.996 1.006 0.670
H5 -1.892 -0.562 -0.563
H6 -0.463 -1.239 -1.425
H7 -1.469 -1.288 1.524
H8 -0.422 -2.638 0.882

In elementary charge units, the natural (NBO) charges are: -0.7216, -0.0797, -0.0695, -0.2692, -0.3946, -0.4287, 0.4872, 0.1803, 0.1608, 0.2041, 0.2666, 0.2444, 0.1995, 0.2203

***

6.
# C5H8O

2 unconnected molecules or ions with the total composition C5H8O at a distorted geometry (ωB97M-V with the def2-TZVPD basis set, the Open Molecules 2025 dataset).

Calculated values
- orbital gap (spin up / spin down) (eV) = 9.86 / 6.91
- ⟨S²⟩ = 2.042
- 2S+1 = 3
- highest occupied orbital energy (spin up / spin down) (Ha) = -0.3233 / -0.3503

Cartesian coordinates (Å):
C1 2.767 0.830 0.972
C2 3.014 0.247 -0.180
C3 -1.178 -0.325 -1.326
C4 -0.857 -1.554 -0.389
C5 -1.110 -0.128 0.117
O1 -2.257 0.341 0.760
H1 3.000 0.403 1.881
H2 2.439 1.870 1.071
H3 -0.253 0.345 0.475
H4 -0.289 0.143 -1.821
H5 -2.037 -0.579 -1.855
H6 -1.691 -2.256 -0.521
H7 0.178 -1.877 -0.121
H8 -2.916 0.830 0.182

In elementary charge units, the natural (NBO) charges are: -0.6614, 0.2475, -0.4554, -0.4503, 0.0884, -0.7275, 0.2045, 0.2101, 0.1804, 0.2129, 0.2232, 0.2239, 0.2236, 0.4800

***

7.
# C5H8O

A gas-phase ion, C5H8O (charge +1) at a distorted geometry (ωB97M-V with the def2-TZVPD basis set, the Open Molecules 2025 dataset).

Calculated values
- orbital gap (spin up / spin down) (eV) = 9.33 / 8.61
- ⟨S²⟩ = 0.779
- net charge = +1
- 2S+1 = 2
- highest occupied orbital energy (spin up / spin down) (Ha) = -0.5227 / -0.5902

Cartesian coordinates (Å):
C1 2.138 0.661 -1.554
C2 1.335 -0.217 -0.862
C3 -0.009 0.151 -0.541
C4 -0.734 -0.425 0.512
O1 -0.319 -1.665 0.904
C5 -1.947 0.234 1.151
H1 3.139 0.361 -1.675
H2 1.792 1.675 -1.846
H3 1.837 -1.104 -0.493
H4 -0.438 0.829 -1.234
H5 -0.007 -1.543 1.908
H6 -2.719 0.127 0.308
H7 -1.810 1.292 1.441
H8 -2.257 -0.376 1.981

In elementary charge units, the natural (NBO) charges are: -0.1230, -0.2044, -0.1726, 0.5503, -0.6333, -0.7086, 0.2202, 0.2203, 0.2518, 0.2439, 0.5291, 0.2903, 0.2782, 0.2580

***

8.
# C5H8O2

C5H8O2 in the gas phase (ωB97M-V with the def2-TZVPD basis set, the Open Molecules 2025 dataset).

Calculated values
- orbital gap (eV) = 10.01
- SMILES string = O[C@@H]1C[C@@]2(O)C[C@@H]12
- highest occupied orbital energy (Ha) = -0.3382

Cartesian coordinates (Å):
O1 1.762 1.607 0.094
C1 0.764 0.813 0.689
C2 0.941 -0.714 0.441
C3 -0.306 -0.685 -0.430
O2 -0.325 -1.406 -1.610
C4 -1.483 -0.278 0.381
C5 -0.527 0.790 -0.117
H1 1.740 1.419 -0.855
H2 0.704 1.137 1.732
H3 0.904 -1.382 1.308
H4 1.853 -0.904 -0.130
H5 -1.146 -1.210 -2.074
H6 -1.565 -0.520 1.440
H7 -2.438 -0.284 -0.143
H8 -0.878 1.618 -0.726

In elementary charge units, the natural (NBO) charges are: -0.6995, 0.1160, -0.4449, 0.2639, -0.6801, -0.4445, -0.3023, 0.4619, 0.1738, 0.2081, 0.2265, 0.4723, 0.2092, 0.2174, 0.2221

***

What did we get for energy above the lowest of the compared OMol25 structures with the same formula, charge and spin? Answer: 420.00; 314.93; 552.06; 195.12; 430.06; 255.24; 73.55; 210.62 kJ/mol, in the order shown.